Entry 1:
Density functional theory data (the ωB97M-V functional and the def2-TZVPD basis) for a gas-phase ion, C4H8IN2 (charge +1).

Atoms and positions in Å:
C (-0.985, 0.419, -1.299)
C (-0.529, 0.707, 0.899)
C (0.047, -0.718, 0.450)
C (1.529, -0.752, 0.478)
N (-0.466, -0.745, -0.889)
N (-0.961, 1.277, -0.334)
I (-1.780, 0.724, -3.201)
H (-1.403, 0.842, 1.658)
H (0.249, 1.245, 1.498)
H (-0.320, -1.503, 1.124)
H (1.966, 0.101, 0.098)
H (2.028, -1.438, -0.104)
H (2.027, -0.905, 1.448)
H (0.068, -1.318, -1.606)
H (-1.471, 2.065, -0.220)

Calculated values
multiplicity: 1
energy relative to the best compared isomer or geometry (same formula, charge and spin): 0.851 eV
HOMO: -14.6 eV
structure (SMILES): C[C@H]1C[NH+]=C(I)N1
net charge: +1
Kohn-Sham gap: 10.558 eV


Entry 2:
Density functional theory data (the ωB97M-V functional and the def2-TZVPD basis) for a molecular structure, C4H8INO2.

Atoms and positions in Å:
C (-0.148, 2.144, -0.225)
C (0.351, 0.735, -0.448)
C (-0.151, -2.131, -0.544)
C (-0.407, -0.373, 0.267)
N (0.135, -0.551, 1.607)
O (1.321, -0.786, 1.683)
O (-0.627, -0.368, 2.540)
I (0.122, -2.130, -2.632)
H (0.254, 2.618, -1.093)
H (0.227, 2.585, 0.653)
H (-1.283, 2.235, -0.257)
H (1.415, 0.732, -0.061)
H (0.463, 0.631, -1.551)
H (-0.970, -2.883, -0.339)
H (0.749, -2.284, 0.022)
H (-1.451, -0.171, 0.377)

Calculated values
multiplicity: 1
energy relative to the best compared isomer or geometry (same formula, charge and spin): 4.973 eV
HOMO: -9.8 eV
Kohn-Sham gap: 9.541 eV


Entry 3:
Density functional theory data (the ωB97M-V functional and the def2-TZVPD basis) for C4H8INO4 in the gas phase.

Atoms and positions in Å:
C (-1.388, 0.537, -0.856)
C (0.224, -1.053, 1.296)
C (-0.003, -0.081, -1.049)
C (0.701, -0.048, 0.401)
N (0.722, 1.307, 0.955)
O (0.627, 1.420, 2.149)
O (0.577, 2.163, 0.109)
O (0.075, -2.293, 0.666)
O (0.760, 0.460, -2.052)
I (2.851, -0.414, -0.180)
H (-1.298, 1.625, -0.826)
H (-1.954, 0.254, -1.636)
H (-1.873, 0.216, -0.028)
H (0.984, -1.179, 2.077)
H (-0.799, -0.834, 1.753)
H (-0.147, -1.229, -1.146)
H (-0.848, -2.270, 0.407)
H (0.788, 1.418, -2.039)

Calculated values
multiplicity: 1
energy relative to the best compared isomer or geometry (same formula, charge and spin): 1.731 eV
HOMO: -9.5 eV
structure (SMILES): C[C@@H](O)[C@](I)(CO)[N+](=O)[O-]
Kohn-Sham gap: 8.599 eV


Entry 4:
Density functional theory data (the ωB97M-V functional and the def2-TZVPD basis) for a molecular structure, C4H8IrO3.

Atoms and positions in Å:
C (2.389, 0.780, -0.886)
C (1.253, 1.023, 0.078)
O (0.090, 0.391, -0.532)
H (3.285, 1.244, -0.457)
H (2.575, -0.294, -1.012)
H (2.198, 1.219, -1.874)
H (1.018, 2.086, 0.210)
H (1.424, 0.543, 1.049)
Ir (-1.533, 0.727, -1.802)
O (-1.034, 0.442, 0.313)
O (-2.294, -1.014, -0.836)
C (-2.318, -1.534, 0.300)
C (-1.642, -0.761, 1.317)
H (-2.259, -0.448, 2.169)
H (-2.570, -2.508, 0.744)
H (-0.582, -1.896, 1.217)

Calculated values
multiplicity: 5
HOMO (spin up / spin down): -24.1 / -24.1 eV
<S²>: 6.0109
net charge: +3
Kohn-Sham gap (spin up / spin down): 7.651 / 5.139 eV


Entry 5:
Density functional theory data (the ωB97M-V functional and the def2-TZVPD basis) for a molecular structure, C4H8LiO3.

Atoms and positions in Å:
O (0.479, 0.130, 0.213)
O (2.383, 1.315, 0.273)
C (1.321, 1.102, -0.277)
O (-0.135, 2.496, 0.405)
C (0.285, 3.812, 0.515)
C (0.454, -1.165, -0.409)
C (-0.400, -2.062, 0.456)
H (1.203, 3.967, -0.088)
H (-0.476, 4.507, 0.115)
H (0.562, 4.134, 1.537)
H (0.013, -1.056, -1.410)
H (1.502, -1.487, -0.473)
H (-1.323, -1.543, 0.756)
H (-0.672, -2.966, -0.106)
H (0.139, -2.346, 1.369)
Li (-1.071, 1.089, 1.002)

Calculated values
multiplicity: 2
energy relative to the best compared isomer or geometry (same formula, charge and spin): 0.643 eV
HOMO (spin up / spin down): -7.6 / -8.5 eV
<S²>: 0.7542
Kohn-Sham gap (spin up / spin down): 7.092 / 7.903 eV


Entry 6:
Density functional theory data (the ωB97M-V functional and the def2-TZVPD basis) for a molecular structure, C4H8Mg2O3.

Atoms and positions in Å:
O (1.745, 2.369, -0.104)
Mg (3.129, 1.121, 0.318)
Mg (0.336, 1.292, 0.786)
O (1.721, -0.137, 0.356)
O (-0.936, -0.518, 0.672)
C (-1.995, 0.164, -0.056)
C (-0.182, -1.490, -0.040)
C (-1.509, 1.538, -0.375)
C (1.267, -1.454, 0.409)
H (-2.904, 0.133, 0.573)
H (-2.232, -0.435, -0.955)
H (-0.209, -1.216, -1.110)
H (-0.623, -2.491, 0.087)
H (1.415, 2.888, -0.942)
H (1.406, -1.827, 1.438)
H (1.846, -2.126, -0.246)
H (-2.275, 2.192, -0.812)

Calculated values
multiplicity: 2
HOMO (spin up / spin down): -10.1 / -11.6 eV
<S²>: 0.7550
net charge: +1
Kohn-Sham gap (spin up / spin down): 3.781 / 5.365 eV


Entry 7:
Density functional theory data (the ωB97M-V functional and the def2-TZVPD basis) for 2 unconnected molecules or ions with the total composition C4H8N.

Atoms and positions in Å:
C (-0.446, -0.144, -2.014)
C (-0.694, -0.530, -3.175)
C (0.052, 1.298, 0.734)
C (0.773, -0.652, 1.757)
N (-0.183, 0.281, 1.476)
H (-0.153, -0.696, -4.099)
H (-1.769, -0.389, -3.258)
H (0.942, 1.284, 0.190)
H (-0.528, 2.287, 0.739)
H (0.310, -1.589, 1.793)
H (1.703, -0.737, 1.083)
H (1.110, -0.610, 2.768)
H (-1.116, 0.198, 2.004)

Calculated values
multiplicity: 1
energy relative to the best compared isomer or geometry (same formula, charge and spin): 4.135 eV
HOMO: -14.6 eV
net charge: +1
Kohn-Sham gap: 9.697 eV


Entry 8:
Density functional theory data (the ωB97M-V functional and the def2-TZVPD basis) for a gas-phase ion, C4H8N (charge +1).

Atoms and positions in Å:
C (-1.479, -0.279, -0.516)
C (-2.026, -0.721, 0.566)
C (-0.044, 0.000, -0.272)
C (0.588, 1.325, -0.541)
N (0.932, -0.860, 0.497)
H (-1.947, -0.082, -1.557)
H (-1.870, -1.135, 1.583)
H (1.072, 1.328, -1.509)
H (1.459, 1.391, 0.056)
H (-0.153, 2.079, -0.445)
H (1.785, -0.473, 0.205)
H (0.837, -1.887, 0.390)
H (0.846, -0.684, 1.543)

Calculated values
multiplicity: 1
energy relative to the best compared isomer or geometry (same formula, charge and spin): 4.189 eV
HOMO (spin up / spin down): -12.8 / -13.1 eV
net charge: +1
Kohn-Sham gap (spin up / spin down): 8.407 / 8.245 eV


Entry 9:
Density functional theory data (the ωB97M-V functional and the def2-TZVPD basis) for a gas-phase ion, C4H8N (charge +1).

Atoms and positions in Å:
C (-0.920, -0.258, 0.295)
C (-2.094, -0.062, -0.101)
C (0.677, 1.413, -0.100)
C (1.278, -0.986, -0.100)
N (0.382, 0.104, 0.467)
H (-2.523, -1.168, 0.011)
H (-2.895, 0.535, -0.652)
H (0.450, 1.771, -1.102)
H (0.577, 2.214, 0.641)
H (1.060, -2.021, 0.222)
H (1.061, -1.025, -1.097)
H (2.356, -0.755, 0.007)
H (0.590, 0.238, 1.511)

Calculated values
multiplicity: 1
energy relative to the best compared isomer or geometry (same formula, charge and spin): 5.683 eV
HOMO (spin up / spin down): -14.8 / -13.5 eV
net charge: +1
Kohn-Sham gap (spin up / spin down): 9.826 / 8.094 eV


Entry 10:
Density functional theory data (the ωB97M-V functional and the def2-TZVPD basis) for 2 unconnected molecules or ions with the total composition C4H8N.

Atoms and positions in Å:
C (2.040, 1.703, -0.863)
C (1.364, 0.680, -0.793)
C (-1.697, 0.594, 0.978)
C (0.561, -1.683, -0.409)
N (0.817, -0.366, -0.793)
H (2.567, 2.609, -1.091)
H (-2.096, 0.591, 1.920)
H (-0.660, 0.436, 0.974)
H (-2.010, 1.502, 0.551)
H (-0.379, -1.728, 0.097)
H (0.420, -2.188, -1.352)
H (1.187, -1.927, 0.440)
H (-2.114, -0.225, 0.342)

Calculated values
multiplicity: 1
energy relative to the best compared isomer or geometry (same formula, charge and spin): 5.121 eV
HOMO (spin up / spin down): -15.8 / -15.7 eV
net charge: +1
Kohn-Sham gap (spin up / spin down): 7.536 / 7.516 eV


Entry 11:
Density functional theory data (the ωB97M-V functional and the def2-TZVPD basis) for a gas-phase ion, C4H8N (charge +1).

Atoms and positions in Å:
C (1.846, 0.182, 0.252)
C (0.672, 0.590, -0.591)
C (0.758, -0.759, 0.057)
C (-0.436, 0.271, 0.441)
N (-1.908, -0.046, -0.048)
H (2.622, -0.162, -0.408)
H (2.175, 0.525, 1.210)
H (0.813, 0.880, -1.724)
H (0.749, -1.785, -0.284)
H (-0.562, 0.727, 1.380)
H (-2.149, -0.945, 0.464)
H (-2.107, -0.187, -1.080)
H (-2.476, 0.711, 0.330)

Calculated values
multiplicity: 1
energy relative to the best compared isomer or geometry (same formula, charge and spin): 2.007 eV
HOMO: -14.5 eV
structure (SMILES): [NH3+][C@@H]1[C@H]2C[C@@H]12
net charge: +1
Kohn-Sham gap: 10.584 eV


Entry 12:
Density functional theory data (the ωB97M-V functional and the def2-TZVPD basis) for a gas-phase ion, C4H8N (charge +1).

Atoms and positions in Å:
C (-0.629, -0.019, 1.112)
C (-0.470, -0.117, -0.072)
C (-0.563, 0.243, 2.519)
C (1.119, -0.052, -1.776)
N (-0.365, -0.297, -1.492)
H (-0.563, -0.788, 2.926)
H (0.298, 0.878, 2.954)
H (-1.394, 0.897, 2.888)
H (1.314, -0.047, -2.887)
H (1.477, 0.946, -1.280)
H (1.580, -0.837, -1.276)
H (-1.242, 0.430, -1.738)
H (-0.563, -1.236, -1.879)

Calculated values
multiplicity: 3
energy relative to the best compared isomer or geometry (same formula, charge and spin): 4.062 eV
HOMO (spin up / spin down): -9.3 / -15.3 eV
<S²>: 2.0054
net charge: +1
Kohn-Sham gap (spin up / spin down): 5.417 / 7.678 eV


Entry 13:
Density functional theory data (the ωB97M-V functional and the def2-TZVPD basis) for 2 unconnected molecules or ions with the total composition C4H8N2.

Atoms and positions in Å:
C (0.466, -0.890, 1.068)
C (0.537, -0.172, -0.160)
C (-0.197, -0.649, -1.367)
N (1.017, 1.053, -0.181)
C (-1.667, 0.935, 1.215)
N (-1.821, 1.718, 0.354)
H (-0.574, -0.276, 1.399)
H (1.212, -0.643, 1.826)
H (0.261, -1.956, 0.983)
H (0.510, -0.984, -2.134)
H (-0.815, 0.165, -1.760)
H (-0.850, -1.481, -1.102)
H (0.613, 1.714, -0.836)
H (1.309, 1.466, 0.697)

Calculated values
multiplicity: 1
energy relative to the best compared isomer or geometry (same formula, charge and spin): 2.247 eV
HOMO: -9.1 eV
Kohn-Sham gap: 9.261 eV


Entry 14:
Density functional theory data (the ωB97M-V functional and the def2-TZVPD basis) for C4H8N2 in the gas phase.

Atoms and positions in Å:
C (2.078, 0.060, 0.248)
C (0.603, 0.444, 0.326)
N (-0.160, -0.298, -0.665)
C (-1.577, -0.072, -0.732)
C (-2.360, -0.296, 0.516)
N (-2.985, -0.482, 1.472)
H (2.411, 0.034, -0.795)
H (2.248, -0.928, 0.693)
H (2.706, 0.781, 0.780)
H (0.244, 0.298, 1.363)
H (0.477, 1.508, 0.085)
H (0.090, -1.273, -0.734)
H (-2.006, -0.732, -1.492)
H (-1.767, 0.956, -1.066)

Calculated values
multiplicity: 1
energy relative to the best compared isomer or geometry (same formula, charge and spin): 0.565 eV
HOMO: -9.5 eV
structure (SMILES): CCNCC#N
Kohn-Sham gap: 10.448 eV


Entry 15:
Density functional theory data (the ωB97M-V functional and the def2-TZVPD basis) for C4H8N2 in the gas phase.

Atoms and positions in Å:
C (-1.449, -0.803, -0.834)
C (0.906, -0.158, -0.323)
C (0.501, 1.031, 0.521)
C (-0.114, 0.948, 1.639)
H (-1.864, 0.071, -0.462)
H (-1.598, -1.670, -0.182)
H (-1.952, -0.934, -1.786)
H (0.477, -1.438, -1.579)
H (2.761, 0.042, 0.128)
H (0.818, 1.941, 0.132)
H (-0.494, 1.849, 1.982)
H (-0.128, 0.228, 2.476)
N (0.012, -0.580, -1.292)
N (2.123, -0.526, -0.421)

Calculated values
multiplicity: 1
energy relative to the best compared isomer or geometry (same formula, charge and spin): 2.046 eV
HOMO: -9.2 eV
structure (SMILES): [H]/N=C(\C=C)NC
Kohn-Sham gap: 10.215 eV


Entry 16:
Density functional theory data (the ωB97M-V functional and the def2-TZVPD basis) for C4H8N2 in the gas phase.

Atoms and positions in Å:
C (2.061, 0.008, -0.063)
N (1.453, -1.280, 0.220)
C (0.895, -0.453, -0.836)
C (-0.344, 0.233, -0.570)
C (-2.141, 0.369, 0.670)
N (-0.741, 0.194, 0.619)
H (3.032, -0.027, -0.530)
H (1.889, 0.822, 0.640)
H (0.864, -1.185, 1.051)
H (0.985, -0.827, -1.842)
H (-0.839, 0.815, -1.357)
H (-2.494, -0.689, 0.870)
H (-2.716, 0.710, -0.218)
H (-1.904, 1.309, 1.346)

Calculated values
multiplicity: 1
energy relative to the best compared isomer or geometry (same formula, charge and spin): 3.493 eV
HOMO: -9.0 eV
structure (SMILES): C/N=C/[C@H]1CN1
Kohn-Sham gap: 10.072 eV


Entry 17:
Density functional theory data (the ωB97M-V functional and the def2-TZVPD basis) for C4H8N2 in the gas phase.

Atoms and positions in Å:
C (0.595, -1.521, 0.024)
C (-0.162, -0.377, 0.603)
C (-0.551, -0.254, 1.904)
C (0.237, 0.993, -1.431)
H (0.287, -1.770, -1.022)
H (0.512, -2.414, 0.678)
H (1.728, -1.231, 0.065)
H (-0.826, 0.717, 2.284)
H (-0.280, -1.018, 2.687)
H (-1.235, 1.350, 0.091)
H (0.944, 0.200, -1.747)
H (-0.768, 2.598, -1.758)
N (-0.456, 0.734, -0.209)
N (-0.026, 1.995, -2.170)

Calculated values
multiplicity: 1
energy relative to the best compared isomer or geometry (same formula, charge and spin): 1.129 eV
HOMO: -8.3 eV
structure (SMILES): [H]/N=C\NC(=C)C
Kohn-Sham gap: 9.213 eV


Entry 18:
Density functional theory data (the ωB97M-V functional and the def2-TZVPD basis) for C4H8N2 in the gas phase.

Atoms and positions in Å:
C (-0.319, 1.904, -0.512)
N (0.946, 1.529, 0.109)
C (0.260, 0.560, -0.734)
C (-0.405, -0.631, -0.094)
C (0.360, -1.863, 0.188)
N (0.014, -0.946, 1.272)
H (-0.244, 2.662, -1.288)
H (-1.216, 1.970, 0.104)
H (0.803, 1.255, 1.081)
H (0.766, 0.352, -1.676)
H (-1.461, -0.760, -0.326)
H (1.416, -1.897, -0.067)
H (-0.161, -2.817, 0.126)
H (-0.760, -1.318, 1.814)

Calculated values
multiplicity: 1
energy relative to the best compared isomer or geometry (same formula, charge and spin): 2.183 eV
HOMO: -9.3 eV
structure (SMILES): C1N[C@H]1[C@H]1CN1
Kohn-Sham gap: 10.411 eV


Entry 19:
Density functional theory data (the ωB97M-V functional and the def2-TZVPD basis) for C4H8N2 in the gas phase.

Atoms and positions in Å:
C (-1.849, -0.414, -0.710)
N (-1.745, 0.329, 0.538)
C (-0.677, 0.451, -0.445)
C (0.655, -0.195, -0.174)
C (1.816, 0.608, 0.261)
N (1.095, -0.221, 1.223)
H (-2.634, -0.078, -1.382)
H (-1.685, -1.492, -0.704)
H (-1.416, -0.264, 1.297)
H (-0.630, 1.429, -0.923)
H (0.879, -1.079, -0.773)
H (1.690, 1.680, 0.396)
H (2.807, 0.295, -0.062)
H (1.624, -1.066, 1.420)

Calculated values
multiplicity: 1
energy relative to the best compared isomer or geometry (same formula, charge and spin): 2.245 eV
HOMO: -9.4 eV
structure (SMILES): C1N[C@H]1[C@H]1CN1
Kohn-Sham gap: 10.473 eV


Entry 20:
Density functional theory data (the ωB97M-V functional and the def2-TZVPD basis) for C4H8N2 in the gas phase.

Atoms and positions in Å:
C (-0.465, 1.385, 0.177)
N (-0.467, 0.039, -0.366)
C (-1.099, -0.903, 0.541)
C (0.775, -0.371, -0.971)
C (1.964, -0.444, -0.075)
N (2.886, -0.476, 0.624)
H (-1.473, 1.811, 0.107)
H (0.217, 2.023, -0.393)
H (-0.152, 1.414, 1.234)
H (-0.752, -0.791, 1.582)
H (-0.913, -1.935, 0.229)
H (-2.184, -0.738, 0.531)
H (1.018, 0.335, -1.773)
H (0.645, -1.349, -1.448)

Calculated values
multiplicity: 1
energy relative to the best compared isomer or geometry (same formula, charge and spin): 0.853 eV
HOMO: -9.2 eV
structure (SMILES): CN(C)CC#N
Kohn-Sham gap: 10.000 eV


Let's list maximum force in order: 3.7 3.8 5.1 5.4 3.1 3.3 4.7 3.7 5.1 3.8 4.4 11.3 1.1 1.2 4.1 3.7 2.6 0.3 0.3 1.1 eV/A.